Computed, not measured: a structure of composition C31H23CaN2O4P, with wB97M-V/def2-TZVPD.

Geometry (Å):
Ca: 0.59695 -1.19583 -0.29014
P: 0.80747 1.81413 -0.40153
O: -2.92086 -0.63954 0.90337
O: 2.16989 -0.36936 1.28808
O: 2.87700 -0.97253 -0.73388
O: -1.41805 -0.44108 -0.75909
N: 0.01501 -3.24336 -1.28101
N: -1.31216 -2.32545 0.55309
C: 0.47868 3.48993 1.87812
C: -1.03965 -3.31101 -0.54093
C: -0.09744 2.70138 0.89065
C: 4.50518 3.73748 -0.38975
C: 2.59871 2.26517 -0.23406
C: 0.36177 2.72542 -1.93530
C: -1.92984 -3.17176 1.56641
C: 0.34240 -4.33426 -2.06615
C: -2.64347 -5.27739 3.15542
C: 2.84553 -0.18895 0.24770
C: -0.33905 4.68528 -3.15917
C: -2.25319 2.96932 1.92965
C: -0.22703 3.98108 -4.35084
C: -0.31787 4.03917 2.87779
C: -2.76279 -4.22348 0.88274
C: -1.67112 -3.11064 2.88654
C: 3.45030 1.19075 0.04276
C: -1.23637 -5.65982 -0.76255
C: 0.45027 2.02306 -3.13180
C: -2.01439 -1.07632 0.21616
C: 0.16394 2.65127 -4.33927
C: -2.14440 -4.11162 3.78565
C: 3.13236 3.52761 -0.45656
C: -1.46721 2.42000 0.92918
C: -2.05149 -4.41908 -0.50736
C: 5.34466 2.66434 -0.12031
C: 4.82746 1.39564 0.08420
C: -1.68088 3.78601 2.89804
C: -0.19171 -5.57360 -1.63074
C: -0.04531 4.05536 -1.95628
C: -2.86370 -5.40844 1.81137
H: -2.81399 -4.26010 -1.30003
H: -1.51490 -6.59892 -0.30128
H: -0.15242 4.59934 -1.02432
H: 0.23184 2.08394 -5.25858
H: -2.29597 4.19887 3.68898
H: -1.92944 -4.07845 4.84507
H: -3.18745 -6.36918 1.41943
H: 2.47536 4.35647 -0.69601
H: 0.13893 4.64881 3.64837
H: -1.04953 -2.29222 3.24730
H: -0.46179 4.46705 -5.29082
H: -3.76608 -3.81446 0.62358
H: 0.72517 0.97523 -3.13553
H: -1.90070 1.71197 0.22672
H: 5.47922 0.55234 0.27556
H: -2.82311 -6.16303 3.76888
H: 1.54647 3.67267 1.87848
H: -3.30421 2.71517 1.96897
H: -0.66076 5.71946 -3.16178
H: 1.26007 -4.25629 -2.63197
H: 6.41749 2.81684 -0.07767
H: 4.91355 4.72556 -0.56080
H: 0.33269 -6.47997 -1.93277

The energy comes out at -71419.777 eV. The largest force on an atom is 0.80 eV/A. As for the net charge: -2. As for the molecular weight: 558.6 u. For the energy relative to the best compared isomer or geometry (same formula, charge and spin), the calculation gives 0.0 kJ/mol. Its LUMO energy is 3.9 eV. The HOMO energy comes out at 1.16 eV.

Table of natural (NBO) atomic charges, one value per atom, all in e: atom 1 (Ca): 1.766, atom 2 (P): 0.776, atom 3 (O): -0.696, atom 4 (O): -0.758, atom 5 (O): -0.769, atom 6 (O): -0.931, atom 7 (N): -0.588, atom 8 (N): -0.632, atom 9 (C): -0.230, atom 10 (C): 0.344, atom 11 (C): -0.270, atom 12 (C): -0.241, atom 13 (C): -0.244, atom 14 (C): -0.225, atom 15 (C): 0.061, atom 16 (C): -0.326, atom 17 (C): -0.199, atom 18 (C): 0.727, atom 19 (C): -0.212, atom 20 (C): -0.189, atom 21 (C): -0.224, atom 22 (C): -0.231, atom 23 (C): -0.268, atom 24 (C): -0.198, atom 25 (C): -0.104, atom 26 (C): -0.325, atom 27 (C): -0.198, atom 28 (C): 0.863, atom 29 (C): -0.215, atom 30 (C): -0.530, atom 31 (C): -0.216, atom 32 (C): -0.220, atom 33 (C): -0.296, atom 34 (C): -0.211, atom 35 (C): -0.199, atom 36 (C): -0.220, atom 37 (C): -0.251, atom 38 (C): -0.244, atom 39 (C): -0.355, atom 40 (H): 0.148, atom 41 (H): 0.191, atom 42 (H): 0.218, atom 43 (H): 0.209, atom 44 (H): 0.199, atom 45 (H): 0.170, atom 46 (H): 0.165, atom 47 (H): 0.211, atom 48 (H): 0.198, atom 49 (H): 0.182, atom 50 (H): 0.199, atom 51 (H): 0.136, atom 52 (H): 0.226, atom 53 (H): 0.278, atom 54 (H): 0.214, atom 55 (H): 0.163, atom 56 (H): 0.212, atom 57 (H): 0.221, atom 58 (H): 0.200, atom 59 (H): 0.161, atom 60 (H): 0.199, atom 61 (H): 0.200, atom 62 (H): 0.174